Density functional theory data (ωB97M-V/def2-TZVPD) for a structure of composition C51H43Cl3FFeN5O3P2 at a distorted geometry.

The geometry in XYZ format:
```
109
Properties=species:S:1:pos:R:3:forces:R:3:mulliken_spin:R:1
Fe 0.24026 0.54824 -0.49244 -1.1 0.8 -0.9 0.0008
C -0.63890 -1.03047 2.69409 0.0 -0.2 -0.7 0.0420
P 0.04566 -2.66456 2.09327 0.7 1.0 1.9 0.0292
C -0.01895 -3.79018 3.53347 -0.1 -0.3 -0.5 -0.0005
C -1.07879 -4.68792 3.63978 0.0 0.0 0.0 0.0069
C -1.14510 -5.55663 4.71818 0.0 0.0 0.0 0.0024
C -0.15171 -5.53812 5.68585 0.0 0.0 0.0 0.0031
C 0.90736 -4.64673 5.58224 0.0 0.0 0.0 0.0072
C 0.97825 -3.77207 4.51114 0.0 0.1 -0.1 0.0343
C 1.77288 -2.50602 1.81759 -0.3 -0.7 -1.2 0.4200
C 2.37804 -1.35586 1.13462 0.1 0.5 0.0 -0.2320
C 3.89436 -1.16776 1.23837 0.0 0.2 0.0 0.0441
C 4.65328 -2.52724 1.31985 0.3 -0.1 0.0 -0.0145
C 3.80985 -3.67491 1.64336 -0.2 0.4 0.5 0.5717
C 2.43272 -3.67700 1.12964 -0.3 -0.5 -0.4 -0.0295
C -1.64696 -0.58934 1.67688 -0.4 0.2 -0.4 0.0086
C -3.02383 -0.56577 1.81567 0.1 -0.2 0.1 -0.0082
C -3.55992 -0.28111 0.54163 -0.2 0.1 -0.1 0.0036
C -2.49164 -0.12058 -0.31376 0.3 -0.2 0.2 -0.0053
C -2.41645 0.13516 -1.80156 0.1 0.1 0.2 0.0020
P -0.73647 -0.52884 -2.19731 -0.5 0.5 -0.1 0.0035
C -0.04534 0.12024 -3.72456 0.4 -0.3 0.1 0.0003
C -0.04430 1.60575 -3.85024 0.0 0.1 -0.1 0.0005
C 1.02873 2.18987 -4.78173 -0.2 0.0 0.0 -0.0001
C 1.80720 1.22512 -5.61864 0.1 0.1 0.1 -0.0006
C 1.69933 -0.08863 -5.43496 0.2 0.2 -0.2 0.0002
C 0.81732 -0.64029 -4.41720 -0.5 0.0 0.1 -0.0010
C -1.17196 -2.27007 -2.49315 0.2 0.1 0.2 0.0098
C -1.69130 -2.66274 -3.72613 0.0 0.0 0.1 -0.0017
C -2.18791 -3.94572 -3.88888 0.0 0.0 -0.1 0.0010
C -2.18286 -4.83963 -2.82664 0.0 0.0 0.0 0.0003
C -1.66836 -4.45200 -1.59949 0.0 0.0 0.0 0.0051
C -1.16221 -3.17055 -1.43436 0.0 0.0 -0.1 -0.0281
N -1.31079 -0.29580 0.37423 0.0 -0.5 1.3 -0.0160
H 0.17124 -0.31330 2.83072 0.1 0.0 0.1 0.0080
H -1.12462 -1.22048 3.64943 0.1 0.0 0.0 -0.0062
H -1.85263 -4.70386 2.88175 0.0 0.0 0.0 0.0030
H -1.96800 -6.25372 4.80081 0.0 0.0 0.0 0.0000
H -0.20099 -6.22207 6.52245 0.0 0.0 0.0 0.0004
H 1.68192 -4.63475 6.33802 0.0 0.0 0.0 -0.0005
H 1.79746 -3.07008 4.42045 0.0 0.0 0.1 0.0086
H 1.85234 -0.41705 1.26255 -0.2 0.2 0.1 -0.0164
H 4.28456 -0.34539 1.83453 0.0 0.0 0.0 0.0072
H 5.55631 -2.48958 1.92398 0.0 -0.1 0.0 0.0017
H 4.19313 -4.50796 2.21646 -0.1 0.0 0.1 -0.0736
H 1.92810 -4.62854 1.29155 0.0 0.0 0.0 -0.0455
H -3.57740 -0.75685 2.72283 0.0 0.0 0.0 0.0000
H -4.60488 -0.18907 0.29101 0.0 0.0 0.0 0.0002
H -2.46069 1.20367 -2.02909 0.0 0.0 0.0 -0.0004
H -3.20750 -0.38242 -2.34435 0.0 0.0 0.0 0.0003
H -1.05066 2.00612 -3.97788 0.0 0.0 0.0 0.0001
H 0.66268 3.01668 -5.40032 0.0 0.0 0.0 0.0001
H 2.47943 1.64653 -6.35576 0.0 -0.1 -0.1 -0.0001
H 2.28847 -0.77878 -6.02564 0.0 0.0 0.0 0.0001
H 0.86338 -1.70801 -4.23257 0.0 0.0 0.0 0.0003
H -1.71437 -1.96184 -4.55077 0.0 0.0 0.0 -0.0001
H -2.59146 -4.24811 -4.84635 0.0 0.0 0.0 0.0000
H -2.58855 -5.83461 -2.95369 0.0 0.0 0.0 0.0000
H -1.66769 -5.14120 -0.76434 0.0 0.0 0.0 0.0004
H -0.77558 -2.85703 -0.47553 -0.1 0.1 0.0 0.0251
C 1.60859 7.19117 -3.43660 -0.1 -0.1 0.0 0.0001
C 0.28700 7.23947 -2.67341 0.2 0.3 -0.1 -0.0003
C 0.34376 8.31033 -1.59135 -0.2 -0.1 0.0 0.0000
C -0.99328 8.39906 -0.87277 0.1 0.0 0.0 -0.0004
C -1.33166 7.05600 -0.28889 0.0 0.2 0.0 -0.0006
C -2.10226 6.95252 0.84671 0.0 0.0 0.0 0.0001
C -2.39151 5.70459 1.39202 0.1 -0.2 -0.2 -0.0003
F -3.14291 5.64686 2.50290 0.0 0.0 0.0 0.0000
C -1.92126 4.55417 0.82717 -0.1 0.1 0.1 -0.0008
C -1.13932 4.63793 -0.33246 0.0 0.0 0.0 -0.0013
C -0.63527 3.40005 -0.91112 0.1 0.2 -0.4 0.0033
O -0.89941 2.30461 -0.36635 0.1 -0.8 0.1 0.0004
C 0.12956 3.54712 -2.10361 0.2 -0.1 0.1 -0.0032
C 0.37462 4.78972 -2.60483 -0.1 -0.1 0.1 0.0011
N -0.05519 5.93945 -2.04877 0.1 0.0 -0.1 -0.0001
C -0.83505 5.88638 -0.90214 -0.2 -0.2 0.2 -0.0003
C 0.78969 2.31753 -2.69923 -0.4 -0.4 0.5 0.0041
O 1.79129 2.70910 -3.66975 0.2 0.0 -0.1 -0.0001
O 1.26924 1.53259 -1.72872 1.6 0.1 -0.2 0.0007
H 1.94422 8.21147 -3.61446 0.0 0.0 0.0 0.0000
H 1.51627 6.71007 -4.40922 0.0 -0.1 0.0 0.0000
H 2.37640 6.67635 -2.85788 0.0 0.0 0.0 0.0000
H -0.51766 7.49012 -3.37325 0.0 0.0 0.0 0.0000
H 0.59677 9.26631 -2.04776 0.0 0.0 0.0 0.0000
H 1.13196 8.05259 -0.87807 0.1 0.0 0.0 0.0000
H -1.77191 8.70145 -1.57969 0.0 0.0 0.0 0.0001
H -0.95992 9.15269 -0.08605 0.0 0.0 0.0 0.0000
H -2.48222 7.84434 1.32861 0.0 0.0 0.0 0.0000
H -2.13658 3.57954 1.24372 0.0 0.0 0.0 0.0005
H 0.97196 4.87570 -3.49878 0.1 0.0 0.0 0.0006
N 4.21756 -0.28462 -1.29596 -0.8 0.3 -0.2 0.0059
C 3.94622 -1.26716 -0.32597 0.5 -0.1 0.1 -0.0141
C 4.96132 -2.42802 -0.24875 -0.5 0.1 0.0 0.1053
C 4.60225 -3.56092 -1.14708 0.1 0.0 0.0 -0.0205
C 3.32212 -3.90102 -1.24180 0.1 -0.1 0.0 0.0481
C 2.33082 -3.20461 -0.37659 -0.1 -0.1 0.0 0.0880
N 2.52336 -1.73033 -0.32141 0.1 0.0 0.0 -0.0005
H 4.98614 0.31862 -1.03839 0.0 0.0 -0.1 0.0002
H 3.38526 0.25538 -1.56056 0.3 0.0 0.1 -0.0005
H 5.97346 -2.06801 -0.41802 0.0 0.0 0.1 -0.0002
H 5.36656 -4.03945 -1.74482 0.0 0.0 0.0 -0.0077
H 2.97340 -4.69091 -1.89345 0.0 0.0 0.0 0.0018
H 1.30863 -3.40028 -0.70875 0.1 0.0 0.0 0.0188
Cl 1.71308 1.08048 5.10197 0.0 0.1 -0.1 0.0000
C 2.01263 2.58474 4.18873 0.1 0.1 0.6 -0.0003
Cl 1.11649 3.92689 4.91919 0.1 -0.2 -0.1 0.0000
Cl 3.75060 2.93593 4.17514 -0.2 0.0 -0.1 0.0001
C 1.54747 2.37702 2.82737 -0.1 -0.1 -0.3 0.0003
N 1.17392 2.16616 1.76428 0.1 -0.3 -0.1 0.0000
```
Forces are in eV/Å.

Properties
Strongest force on any atom in Eh/bohr: 0.044
DFT total energy in eV: -160415.298
Orbital gap (alpha / beta) in eV: 4.31 / 4.31
Energy above the lowest of the compared OMol25 structures with the same formula, charge and spin in eV: 9.480
Total charge: +1
Multiplicity: 2
E_LUMO (alpha / beta) in eV: -4.721 / -4.736
E_HOMO (alpha / beta) in Eh: -0.3319 / -0.3326